# 1
ORCA calculation (ωB97M-V/def2-TZVPD) on a molecular structure, C46H39N6O7PTi at a distorted geometry.

XYZ file:
```
100
Properties=species:S:1:pos:R:3:forces:R:3
Ti 0.07288 0.93704 0.66634 -1.230 -0.604 -1.122
O 2.10175 -1.16135 7.24640 0.018 0.004 0.023
N 1.62877 -2.05190 6.51282 0.016 0.023 0.019
O 1.59552 -3.23997 6.86708 -0.006 -0.050 0.021
C 1.11655 -1.71981 5.25120 -0.005 0.035 -0.027
C 0.58247 -2.76325 4.48787 -0.037 -0.005 -0.022
C 0.00826 -2.52042 3.24358 -0.062 -0.060 -0.026
C -0.58456 -3.53071 2.43545 -0.001 0.000 0.001
C -1.18261 -3.19601 1.25829 -0.018 0.029 -0.018
C -1.20090 -1.85220 0.84017 -0.100 0.031 -0.056
N -0.62141 -0.89685 1.54403 0.384 -0.473 0.287
C -0.01200 -1.21474 2.70833 0.078 0.028 0.171
C 0.63460 -0.15232 3.42881 0.120 0.030 0.026
N 0.69699 1.04115 2.79816 -0.270 -0.252 0.285
C 1.17669 2.09282 3.45894 0.028 0.056 -0.059
C 1.64563 1.99728 4.75079 0.028 -0.008 -0.020
C 1.65099 0.76956 5.38966 0.011 0.010 0.052
C 1.15172 -0.36779 4.73332 0.003 -0.006 -0.066
H 0.60142 -3.75999 4.89946 -0.003 0.001 -0.008
H -0.55281 -4.55854 2.77483 -0.024 -0.011 0.011
H -1.64386 -3.94445 0.62908 -0.015 -0.010 0.000
H -1.67977 -1.54161 -0.07653 0.058 -0.032 -0.014
H 1.16580 3.03847 2.93926 -0.023 0.105 -0.104
H 2.01089 2.88085 5.25648 -0.001 -0.012 -0.014
H 2.02157 0.66814 6.39445 0.014 0.002 -0.024
N -1.37669 0.78581 -0.55717 0.083 0.177 0.053
N 1.22620 1.61575 -0.83375 0.364 -0.102 -0.117
C 2.10703 0.58392 -0.65081 -0.031 -0.495 -0.096
O 3.06949 0.26656 -1.31391 -0.007 0.009 -0.024
O 1.70764 -0.02518 0.48554 0.579 -0.065 -0.208
H -1.14841 0.31686 -1.42989 0.040 0.032 0.005
H -2.27022 1.25636 -0.59417 -0.078 -0.152 0.191
H 1.20934 1.97819 -1.77628 -0.240 -0.045 -0.003
C 6.11704 4.05156 0.60249 -0.005 0.023 0.027
C 4.86617 4.85085 0.37045 0.050 0.019 -0.031
C 4.94640 6.22658 0.17732 -0.018 -0.060 0.017
C 3.80716 7.00582 -0.02319 -0.049 -0.042 -0.010
C 2.58117 6.39822 -0.09585 0.002 0.102 -0.104
C 2.48775 4.99579 0.03497 0.027 0.106 0.050
N 1.27441 4.38056 -0.08363 -0.001 -0.394 0.339
C 0.20324 4.77714 -0.83311 -0.296 0.367 -0.195
C 0.40103 5.56894 -1.97803 0.081 0.025 -0.029
C -0.67518 6.03850 -2.69702 0.001 0.003 -0.025
C -1.96585 5.72598 -2.28976 -0.019 -0.041 0.054
C -2.16283 4.88775 -1.19913 -0.037 0.030 -0.073
C -1.10276 4.37752 -0.47140 -0.124 -0.034 -0.086
C -1.46195 3.39872 0.63322 0.036 0.255 -0.041
O -2.61519 3.29285 0.97209 0.078 -0.086 0.031
O -0.46322 2.71419 1.13045 -0.173 1.020 0.404
C 3.62240 4.21221 0.34038 0.219 -0.237 0.155
C 3.54781 2.73656 0.60200 0.097 0.270 0.259
H 6.99830 4.68398 0.51931 0.017 0.006 0.003
H 6.20563 3.24103 -0.12183 -0.010 -0.015 -0.001
H 6.11915 3.59501 1.59364 -0.019 -0.011 0.004
H 5.91799 6.70274 0.21441 0.009 0.008 0.001
H 3.88570 8.08050 -0.10711 0.011 0.012 0.015
H 1.67980 6.98605 -0.19334 -0.033 -0.028 -0.066
H 1.09420 3.49746 0.40814 0.134 0.051 -0.108
H 1.40892 5.75840 -2.32160 0.006 0.047 0.076
H -0.50760 6.63554 -3.58267 -0.004 0.010 -0.011
H -2.81581 6.11105 -2.83592 -0.017 -0.020 -0.011
H -3.15720 4.60153 -0.88538 0.000 0.008 -0.012
H 2.53664 2.33865 0.61822 0.450 0.346 0.169
H 4.01938 2.50476 1.55740 0.118 0.032 0.039
H 4.08045 2.17656 -0.17080 -0.029 0.014 0.029
O 0.29288 -1.03926 -2.14223 -0.292 0.232 0.130
P 0.64039 -1.64775 -3.44948 0.095 -0.263 -0.109
C 2.24447 -1.15109 -4.09906 -0.009 0.016 -0.085
C 3.32272 -2.02531 -4.16278 -0.011 0.004 -0.015
C 4.55584 -1.57728 -4.61698 -0.003 -0.006 0.013
C 4.71393 -0.25747 -5.00525 0.003 0.021 0.011
C 3.63894 0.62094 -4.94612 0.006 0.003 0.016
C 2.41091 0.17607 -4.49371 -0.004 -0.004 0.026
C 0.67325 -3.44654 -3.32394 0.044 -0.003 -0.017
C 1.14626 -3.97677 -2.12381 -0.029 0.005 0.035
C 1.22638 -5.35084 -1.95907 0.004 0.000 -0.008
C 0.82742 -6.19690 -2.98559 0.007 -0.003 -0.001
C 0.34915 -5.67204 -4.17786 0.007 0.000 -0.005
C 0.27312 -4.29726 -4.34919 0.026 0.001 -0.015
C -0.55500 -1.23801 -4.74517 -0.002 0.036 0.046
C -0.22358 -1.15056 -6.09440 0.032 -0.051 -0.011
C -1.19217 -0.81720 -7.03003 -0.009 -0.006 -0.009
C -2.49539 -0.56967 -6.62233 0.002 0.001 -0.003
C -2.83446 -0.66388 -5.27946 -0.008 -0.005 -0.009
C -1.86727 -0.99707 -4.34404 -0.007 0.002 0.007
H 3.20619 -3.05613 -3.85456 -0.004 -0.006 -0.001
H 5.39292 -2.26114 -4.66237 0.008 -0.004 0.011
H 5.67896 0.09279 -5.34781 0.004 -0.001 -0.025
H 3.76455 1.65331 -5.24466 0.003 0.016 -0.008
H 1.57253 0.86163 -4.43909 -0.003 0.007 -0.002
H 1.43785 -3.30469 -1.32451 0.004 0.000 0.005
H 1.60282 -5.76107 -1.03126 -0.017 -0.001 0.017
H 0.88698 -7.26965 -2.85487 0.003 -0.007 0.002
H 0.03620 -6.33368 -4.97480 -0.014 -0.003 -0.003
H -0.10417 -3.88906 -5.27891 -0.003 0.000 -0.005
H 0.79403 -1.33962 -6.41517 0.003 0.031 0.010
H -0.92774 -0.74574 -8.07706 0.000 0.000 0.000
H -3.24754 -0.30034 -7.35270 -0.005 -0.012 0.000
H -3.85143 -0.47574 -4.96120 -0.006 0.004 0.002
H -2.12116 -1.06858 -3.29336 -0.001 0.022 0.012
```
Forces are in eV/Å.

E_HOMO (alpha / beta): -4.8 / -7.9 eV
total energy: -104014.22388 eV
strongest force on any atom: 1.8 eV Å⁻¹
energy above the lowest of the compared OMol25 structures with the same formula, charge and spin: 249.6 kJ/mol
2S+1: 3
net charge: 0
Kohn-Sham gap (alpha / beta): 4.53 / 4.23 eV

***

# 2
ORCA calculation (ωB97M-V/def2-TZVPD) on a molecular structure, C46H40Cl2FeN2O7.

XYZ file:
```
98
Properties=species:S:1:pos:R:3:forces:R:3
Fe -0.49066 0.20756 1.82504 -0.105 -0.180 -0.130
O 4.11400 -0.00337 1.22687 0.121 0.115 -0.030
C 4.25276 1.31102 0.97016 -0.032 -0.123 0.050
C 5.43898 1.75210 0.38228 0.043 0.016 -0.028
C 5.61561 3.09217 0.09089 0.023 0.004 -0.007
C 4.61467 4.01613 0.37983 0.041 -0.013 -0.014
C 3.44063 3.57846 0.96749 -0.045 -0.042 0.015
C 3.24039 2.23448 1.27553 -0.013 0.043 -0.009
C 1.96124 1.76037 1.87917 -0.141 0.166 0.058
O 1.74598 0.48505 1.88576 -0.086 0.038 0.053
N 1.14687 2.67346 2.34056 0.227 -0.084 -0.076
N -0.00741 2.06583 2.80071 0.101 0.003 -0.055
C -0.73615 2.76222 3.57551 -0.189 0.023 0.105
C -1.92539 2.25455 4.22839 -0.033 0.015 0.099
C -2.67546 3.15976 4.99090 -0.011 -0.060 -0.026
C -3.77678 2.77643 5.72978 0.055 0.012 -0.025
C -4.12443 1.42080 5.72627 -0.046 -0.036 0.015
C -3.40569 0.50333 4.99885 -0.052 -0.011 0.020
C -2.29005 0.86800 4.19265 -0.064 -0.001 0.002
O -1.69335 -0.03261 3.50100 0.128 0.057 -0.069
H 3.16719 -0.09682 1.55649 -0.058 -0.038 0.000
H 6.19867 1.01414 0.15553 0.009 0.014 -0.007
H 6.53919 3.41898 -0.37440 -0.003 0.001 -0.001
H 4.74719 5.06376 0.13965 0.006 0.001 -0.003
H 2.63641 4.26494 1.19735 -0.007 -0.004 0.002
H -0.43419 3.78697 3.80240 0.056 0.065 -0.007
H -2.36188 4.20028 4.98936 -0.001 0.004 0.005
H -4.34750 3.49895 6.29902 -0.002 0.007 -0.002
H -4.98213 1.08568 6.30183 0.004 0.000 0.000
H -3.68626 -0.54347 4.98394 0.000 0.005 0.010
C 2.07558 -1.33721 -4.09651 0.017 0.003 -0.019
C 2.17337 -0.96871 -2.62970 -0.002 -0.016 -0.011
C 3.61607 -0.73751 -2.18680 -0.009 -0.018 0.016
O 1.39680 0.18593 -2.40401 -0.071 -0.076 -0.020
C 0.78802 0.10831 -1.10045 0.076 0.079 -0.025
C 1.08914 -1.37502 -0.67192 0.025 0.084 0.038
O 1.55827 -1.98713 -1.87852 0.116 0.022 -0.015
C 0.11313 -2.30782 0.12704 -0.075 0.055 -0.212
O -0.68291 -1.58668 0.95913 0.111 -0.061 0.256
C -0.80334 -3.25755 -0.69471 -0.090 0.061 0.033
C -0.89347 -3.39308 -2.07399 0.059 -0.039 -0.007
C -1.80885 -4.27140 -2.64832 0.019 -0.037 -0.009
C -2.65566 -5.02977 -1.86115 -0.008 -0.020 -0.014
C -2.58765 -4.89207 -0.47767 -0.001 -0.004 0.010
C -1.67735 -4.01941 0.08878 0.001 0.023 -0.006
C 1.05034 -3.24939 0.93130 0.031 -0.075 0.020
C 1.00921 -3.21279 2.31795 0.022 0.003 0.005
C 1.83881 -4.03429 3.07256 -0.007 0.005 0.009
C 2.71859 -4.90595 2.44890 0.022 -0.006 0.006
C 2.76166 -4.95068 1.05983 0.014 -0.022 0.005
C 1.93342 -4.13092 0.30891 -0.032 0.003 0.004
C -0.60760 0.78261 -1.14800 -0.030 -0.005 -0.044
O -1.09899 1.01435 0.11244 0.057 0.092 -0.010
C -1.57129 -0.03688 -2.01858 -0.071 -0.002 0.066
C -2.63480 -0.69576 -1.41369 0.014 0.048 0.040
C -3.55965 -1.39538 -2.17556 -0.034 -0.015 -0.013
C -3.42770 -1.45841 -3.55556 -0.026 0.007 0.011
C -2.36026 -0.81492 -4.16779 0.004 0.012 -0.027
C -1.44375 -0.10435 -3.40412 0.023 0.025 -0.023
C -0.46509 2.20206 -1.75443 -0.025 -0.014 -0.034
C 0.72406 2.92258 -1.79536 0.048 -0.011 0.048
C 0.73997 4.25687 -2.18400 0.011 0.020 -0.008
C -0.43115 4.90200 -2.54921 0.037 0.031 -0.002
C -1.62690 4.19510 -2.51480 -0.034 -0.018 0.007
C -1.63705 2.86756 -2.11952 0.034 -0.028 -0.024
H 2.49319 -0.53638 -4.70816 -0.009 0.008 0.000
H 1.02840 -1.48252 -4.36035 -0.004 -0.001 0.001
H 2.63006 -2.25668 -4.28904 0.001 -0.010 0.008
H 4.05206 0.07954 -2.76408 -0.012 0.006 -0.007
H 4.20563 -1.64330 -2.34328 -0.005 -0.004 -0.008
H 3.66518 -0.47512 -1.13074 -0.004 -0.011 0.009
H 1.35704 0.73818 -0.41218 0.013 -0.065 -0.038
H 1.95661 -1.27501 -0.01027 -0.095 0.042 0.066
H -0.27055 -2.79598 -2.71756 0.016 0.010 -0.007
H -1.86802 -4.33400 -3.72956 -0.005 -0.004 0.006
H -3.37127 -5.70781 -2.31348 0.000 0.005 0.001
H -3.25406 -5.46212 0.16087 0.003 -0.001 -0.006
H -1.64503 -3.88543 1.16280 0.003 0.006 0.003
H 0.31250 -2.52819 2.78536 -0.004 0.002 -0.002
H 1.79737 -3.98662 4.15516 0.001 -0.004 -0.005
H 3.36877 -5.54369 3.03768 -0.003 0.000 -0.006
H 3.44521 -5.62908 0.56042 -0.002 0.004 0.001
H 1.96559 -4.17031 -0.77273 0.000 0.002 -0.023
H -2.70025 -0.65245 -0.33573 -0.006 -0.006 -0.002
H -4.37401 -1.91463 -1.68306 0.001 0.001 -0.005
H -4.14436 -2.01499 -4.14983 0.002 0.000 0.005
H -2.24730 -0.85399 -5.24648 0.001 -0.002 0.002
H -0.62968 0.42342 -3.88492 0.003 0.004 -0.009
H 1.66037 2.45674 -1.51792 -0.028 0.008 -0.009
H 1.68364 4.79136 -2.19348 -0.007 0.005 0.000
H -0.41535 5.94315 -2.85158 0.000 -0.005 0.001
H -2.55552 4.68257 -2.79240 0.001 -0.006 0.006
H -2.57287 2.32228 -2.08172 -0.010 -0.017 -0.033
Cl -4.06017 1.17950 1.43968 -0.228 0.011 0.064
C -4.10108 2.81870 0.83328 0.173 0.007 -0.059
Cl -5.66198 3.64261 1.14224 -0.052 -0.001 0.016
H -3.95474 2.81018 -0.23920 0.057 -0.044 0.015
H -3.33079 3.39671 1.32896 0.047 -0.044 0.018
```
Forces are in eV/Å.

E_HOMO (alpha / beta): -2.1 / -1.7 eV
total energy: -125099.93916 eV
strongest force on any atom: 0.3 eV Å⁻¹
energy above the lowest of the compared OMol25 structures with the same formula, charge and spin: 7.5 kJ/mol
2S+1: 5
net charge: -2
Kohn-Sham gap (alpha / beta): 6.39 / 5.96 eV